Record 1
Formula: C59H145N11O11
Source: the Open Molecules 2025 dataset
Level of theory: wB97M-V/def2-TZVPD

**Kohn-Sham gap**: 8.955 eV
**ΔE to the lowest compared entry with this formula, charge and spin**: 0.000 eV
**HOMO**: -8.40 eV
**LUMO level**: 0.0203 hartree
**SMILES**: CC1(C)CCCC(C)(C)N1O.CC1(C)CCCC(C)(C)N1O.CC1(C)CCCC(C)(C)N1O.COC[C@H](C)N.COC[C@H](C)N.COC[C@H](C)N.COC[C@H](C)N.COC[C@H](C)N.COC[C@H](C)N.COC[C@H](C)N.COC[C@H](C)N

Element x y z (Å)
C1 16.59892 17.25368 14.55957
C2 15.43814 18.14276 14.00344
C3 14.15193 17.88229 14.87325
C4 15.81115 19.62573 14.14137
C5 14.95038 20.60069 13.35824
C6 15.05826 20.19896 11.84604
C7 14.62267 18.77870 11.57782
C8 13.05846 18.60029 11.67165
C9 15.13146 18.35526 10.17634
N1 15.36382 17.86764 12.55575
O1 14.84205 16.53450 12.41204
H1 17.47527 17.43812 13.89862
H2 16.76656 17.50013 15.59316
H3 16.32802 16.21690 14.38519
H4 13.43599 18.69420 14.65787
H5 13.72473 16.95253 14.49097
H6 14.42726 17.78506 15.93031
H7 15.75145 19.89098 15.24358
H8 16.87472 19.75748 13.76675
H9 13.92009 20.61734 13.73166
H10 15.26137 21.64798 13.56770
H11 16.11046 20.18208 11.55380
H12 14.60089 20.89657 11.12133
H13 12.60899 17.63957 11.27943
H14 12.49167 19.43855 11.16314
H15 12.73201 18.72308 12.70918
H16 15.13207 17.25790 10.02600
H17 16.16971 18.71049 10.17005
H18 14.59484 18.83362 9.29668
H19 13.95833 16.62063 12.77556
C10 11.57595 14.86365 12.11179
C11 10.58215 13.66306 11.83040
C12 10.44160 12.86432 13.21058
C13 9.23019 14.20104 11.41217
C14 8.31411 13.14473 10.94443
C15 8.92277 12.35243 9.78778
C16 10.36258 11.80596 10.04063
C17 10.30088 10.57441 10.84929
C18 11.02483 11.59283 8.63812
N2 11.15500 12.90461 10.74901
O2 12.32373 12.25315 11.26345
H20 11.71240 15.43930 11.18977
H21 11.12437 15.55406 12.81710
H22 12.53814 14.55343 12.47010
H23 9.43675 12.38504 13.31625
H24 11.26204 12.15050 13.33440
H25 10.41507 13.64290 13.96223
H26 8.76080 14.70122 12.23993
H27 9.43262 14.95148 10.59448
H28 8.06995 12.53185 11.81624
H29 7.38203 13.64642 10.66871
H30 9.01022 13.11180 8.98353
H31 8.32384 11.49027 9.50255
H32 10.04772 9.76894 10.09495
H33 9.45692 10.63310 11.58592
H34 11.11371 10.26324 11.49894
H35 10.63551 10.69300 8.05392
H36 12.07834 11.44680 8.84112
H37 10.85604 12.44333 8.01176
H38 13.04898 12.60989 10.76783
C19 12.56786 16.01971 17.97928
C20 13.54485 15.03163 18.66910
C21 14.10156 15.64580 19.92224
C22 12.83406 13.78239 19.04315
C23 12.47145 12.77291 17.86005
C24 13.77475 12.46004 17.16077
C25 14.63110 13.64036 16.69209
C26 16.02389 13.08947 16.41420
C27 14.00556 14.24619 15.41017
N3 14.75430 14.62902 17.80565
O3 15.15540 15.85864 17.19256
H39 12.01664 15.63474 17.12794
H40 11.77300 16.30942 18.68321
H41 13.12418 16.92390 17.73259
H42 14.83524 16.40957 19.74088
H43 13.26612 16.13054 20.53709
H44 14.61979 14.90106 20.54633
H45 13.49808 13.15726 19.60576
H46 11.99858 13.97869 19.73114
H47 12.00999 11.87327 18.25789
H48 11.70863 13.23744 17.20281
H49 13.62263 11.77043 16.31839
H50 14.31867 11.90053 17.96353
H51 15.97620 12.33359 15.57750
H52 16.42823 12.59913 17.29239
H53 16.70341 13.83379 16.01751
H54 13.66333 13.38037 14.78901
H55 14.79837 14.77972 14.82454
H56 13.13187 14.87011 15.58402
H57 16.03129 16.00151 17.54537
C28 15.11726 19.23309 18.74939
O4 15.44969 20.66204 18.63991
C29 16.85903 20.96123 18.60978
C30 17.58942 20.71147 19.87315
C31 17.08344 21.51200 20.98601
N4 19.00504 20.90113 19.61199
H58 15.22222 18.82607 19.74694
H59 15.71045 18.70373 18.02522
H60 13.98483 19.11931 18.57143
H61 17.29375 20.33557 17.83265
H62 17.01622 21.97166 18.25642
H63 17.42694 19.68586 20.13414
H64 17.39001 21.14569 21.97479
H65 15.96170 21.53923 20.91544
H66 17.56422 22.47511 20.89989
H67 19.37581 20.28760 18.90343
H68 19.58417 20.92782 20.45854
C32 20.04682 12.53674 15.15206
O5 19.68175 13.80481 14.57257
C33 19.67548 13.82012 13.14139
C34 20.99619 14.40985 12.55550
C35 21.26202 15.87691 12.91084
N5 20.80990 14.34215 11.11488
H69 19.59664 12.45001 16.18529
H70 21.12639 12.37514 15.30982
H71 19.78413 11.69192 14.41434
H72 19.48136 12.81216 12.71435
H73 18.78959 14.47506 12.86270
H74 21.82499 13.86963 12.99384
H75 20.51101 16.58560 12.50936
H76 22.22532 16.22389 12.47093
H77 21.27348 16.01165 13.99530
H78 21.62997 14.73863 10.65232
H79 20.80417 13.37691 10.85828
C36 13.29440 14.95493 9.10350
O6 14.03747 13.95652 9.72093
C37 15.42093 14.32309 9.87930
C38 16.01314 13.21220 10.73050
C39 15.73920 13.39533 12.23606
N6 17.35123 12.81742 10.50944
H80 12.29668 14.56268 9.05799
H81 13.69250 15.18268 8.09857
H82 13.39788 15.90722 9.66291
H83 15.90344 14.35232 8.86585
H84 15.59328 15.26480 10.42027
H85 15.40866 12.35708 10.37719
H86 14.68019 13.80194 12.18217
H87 16.35455 14.13154 12.82130
H88 15.84013 12.45485 12.73520
H89 17.51518 12.85713 9.46783
H90 17.97896 13.48642 10.93403
C40 11.99434 9.07528 20.07068
O7 11.78736 9.57487 18.76765
C41 11.04448 8.63420 18.03911
C42 10.86468 9.09557 16.59308
C43 9.88830 10.20667 16.38614
N7 10.50740 7.95387 15.77261
H91 12.73608 9.73688 20.51903
H92 12.33574 8.04474 20.08218
H93 11.04439 9.13461 20.62500
H94 11.53279 7.68363 17.93753
H95 10.02598 8.44708 18.53820
H96 11.81994 9.31350 16.23671
H97 8.95919 9.92889 16.73222
H98 9.81337 10.33188 15.27232
H99 10.28419 11.10656 16.86994
H100 9.81284 7.35036 16.16815
H101 11.33556 7.41733 15.53951
C44 13.85371 9.81447 13.26842
O8 14.96287 9.38308 14.02756
C45 14.56418 8.82523 15.23778
C46 15.72469 8.36181 16.19944
C47 15.02553 7.92524 17.51310
N8 16.68132 9.41628 16.53660
H102 13.18420 10.46286 13.85224
H103 13.26259 8.96828 12.98470
H104 14.22895 10.37131 12.44415
H105 14.02978 9.57885 15.78593
H106 13.73685 8.10398 15.02694
H107 16.31763 7.60243 15.73097
H108 15.82698 7.63398 18.16495
H109 14.38438 7.07792 17.34658
H110 14.50688 8.73192 17.99767
H111 16.98966 9.76371 15.58974
H112 16.11215 10.24474 16.89000
C48 17.99437 15.03950 19.20292
O9 18.13485 16.05258 18.14617
C49 19.17951 16.90211 18.45112
C50 19.42661 17.71753 17.15629
C51 19.93259 16.88416 16.03006
N9 20.25762 18.94125 17.34808
H113 17.03683 14.57887 18.91820
H114 17.99812 15.49061 20.21061
H115 18.87316 14.38018 19.21430
H116 18.93184 17.52281 19.31608
H117 20.06242 16.32004 18.64701
H118 18.45895 18.04859 16.88140
H119 19.38844 15.91878 15.99241
H120 21.00079 16.84358 15.98632
H121 19.66045 17.32115 15.05416
H122 20.73033 19.14692 16.46039
H123 20.97344 18.76696 18.03097
C52 10.69795 18.56769 20.67231
O10 10.87474 18.23785 22.00661
C53 12.22270 18.41574 22.41494
C54 12.33546 18.21909 23.91685
C55 11.85012 16.81623 24.16628
N10 11.57371 19.32067 24.53438
H124 9.69196 18.26557 20.36108
H125 11.37958 18.04553 19.99508
H126 10.84613 19.66998 20.47672
H127 12.89506 17.73399 21.91821
H128 12.59993 19.44014 22.14078
H129 13.40978 18.40777 24.11572
H130 12.26353 16.10917 23.43110
H131 10.73589 16.83205 24.12829
H132 12.09764 16.61991 25.24293
H133 10.73312 19.48410 23.93060
H134 11.31864 19.24684 25.53690
C56 8.26899 13.05946 19.50414
O11 8.53339 12.83232 20.88773
C57 9.38400 11.74756 21.17922
C58 9.98065 12.09449 22.49292
C59 10.93980 13.28018 22.41198
N11 10.62380 10.85880 23.01224
H135 7.84080 12.11172 19.12172
H136 9.20429 13.33124 18.99045
H137 7.47570 13.79052 19.40654
H138 8.81768 10.81016 21.28502
H139 10.08338 11.59018 20.32679
H140 9.08297 12.31026 23.11498
H141 10.57193 14.19146 21.87041
H142 11.88276 13.00094 21.92477
H143 11.23458 13.71389 23.36956
H144 11.52901 10.85766 22.53676
H145 10.89640 11.00405 24.01842

***

Record 2
Formula: C26H24MnN5
Source: the Open Molecules 2025 dataset
Level of theory: wB97M-V/def2-TZVPD

**Total charge**: +1
**Kohn-Sham gap (alpha / beta)**: 7.228 / 7.186 eV
**Spin multiplicity**: 2
**HOMO (alpha / beta)**: -10.09 / -9.93 eV
**LUMO level (alpha / beta)**: -0.1050 / -0.1010 hartree

Element x y z (Å)
Mn1 0.69377 -0.11122 -0.21201
C1 0.38602 0.81536 2.63109
N1 1.02497 -0.35060 1.96207
C2 0.37473 -1.60314 2.37261
C3 -0.95284 -1.72918 1.68143
C4 -1.97625 -2.50839 2.18599
C5 -3.15772 -2.60897 1.46887
C6 -3.28706 -1.90484 0.28460
C7 -2.21719 -1.14495 -0.14978
N2 -1.05822 -1.06825 0.52094
C8 2.46985 -0.39473 2.20947
C9 3.16068 0.52276 1.25802
C10 4.27576 1.26595 1.58774
C11 4.89830 2.01032 0.59746
C12 4.38744 1.97723 -0.68494
C13 3.25701 1.21499 -0.93098
N3 2.63987 0.50069 0.02017
C14 -0.19896 1.84529 1.69846
C15 -0.96298 2.88946 2.19941
C16 -1.45534 3.83586 1.32056
C17 -1.16519 3.71948 -0.03168
C18 -0.40465 2.64735 -0.44690
N4 0.07019 1.72360 0.40057
H1 -0.40257 0.47070 3.30300
H2 1.12436 1.31186 3.26711
H3 1.01065 -2.43707 2.07007
H4 0.26108 -1.66860 3.45966
H5 -1.84538 -3.02467 3.12824
H6 -3.96900 -3.22322 1.83747
H7 -4.19282 -1.94562 -0.30471
H8 -2.27031 -0.57268 -1.06403
H9 2.71984 -0.17158 3.25052
H10 2.81621 -1.40991 2.00656
H11 4.65309 1.25775 2.60143
H12 5.77388 2.60435 0.82449
H13 4.84436 2.53011 -1.49317
H14 2.83015 1.16512 -1.91622
H15 -1.16692 2.94995 3.26081
H16 -2.06097 4.65581 1.68432
H17 -1.52575 4.43758 -0.75464
H18 -0.14971 2.50252 -1.48873
C19 1.10583 -0.40211 -2.21320
C20 -0.17569 -0.95332 -2.68399
C21 -0.46815 -2.32254 -2.62914
C22 -1.70795 -2.82078 -2.98344
C23 -2.71087 -1.96048 -3.42629
C24 -2.43787 -0.60253 -3.52989
C25 -1.19532 -0.11530 -3.15524
C26 -4.03294 -2.47078 -3.71989
N5 -5.09715 -2.85911 -3.91560
H19 1.33721 0.53571 -2.71051
H20 1.92737 -1.11982 -2.24612
H21 0.30071 -3.01919 -2.31145
H22 -1.90176 -3.88421 -2.92475
H23 -3.19977 0.07243 -3.89822
H24 -0.99603 0.94558 -3.26766